(1)
A gas-phase ion, C5H10NO (charge +1) in a non-equilibrium geometry, computed with ωB97M-V/def2-TZVPD.

Each atom is followed by the atoms it is bonded to, with distances in Å.
Atoms and positions in Å:
1 C -0.6439 -2.0746 0.2997  C2 1.505, H8 1.034, H9 1.050, H10 1.081
2 C -0.1835 -0.6437 0.3674  C1 1.505, C3 1.610, N4 1.555, O7 1.350
3 C -1.2349 0.5697 0.4924  C2 1.610, N4 1.486, H11 1.103, H12 1.095
4 N -0.4727 0.3771 -0.7691  C2 1.555, C3 1.486, C5 1.547, H13 1.024
5 C 0.8107 1.2351 -0.8690  N4 1.547, C6 1.482, H14 1.101, H15 1.126
6 C 1.4832 0.8551 0.3956  C5 1.482, O7 1.432, H16 1.110, H17 1.180
7 O 1.0997 -0.4771 0.7536  C2 1.350, C6 1.432
8 H -0.0349 -2.6499 -0.3063  C1 1.034
9 H -1.6108 -2.3408 -0.0108  C1 1.050
10 H -0.4618 -2.3808 1.3205  C1 1.081
11 H -2.3033 0.3057 0.4229  C3 1.103
12 H -1.2248 1.4623 1.1266  C3 1.095
13 H -0.9622 0.2103 -1.6527  N4 1.024
14 H 0.7431 2.3197 -1.0458  C5 1.101
15 H 1.2654 0.7132 -1.7567  C5 1.126
16 H 2.5608 0.7597 0.1461  C6 1.110
17 H 1.1698 1.7590 1.0855  C6 1.180

Properties
Relative energy (zero: lowest compared OMol25 entry of this formula, charge and spin)   64.1 kcal per mole
SMILES   C[C@]12C[N@H+]1CCO2
E   -326.17971 hartree
Molar mass   100.141 g/mol
HOMO energy   -15.15 eV
E_LUMO   -3.15 eV
Net charge   +1

Löwdin population analysis, charges in e, atoms 1 to 5:
1 C 0.057
2 C -0.360
3 C 0.061
4 N 0.039
5 C -0.064

=====

(2)
A gas-phase ion, C5H10NO (charge +1) in a non-equilibrium geometry, computed with ωB97M-V/def2-TZVPD.

Each atom is followed by the atoms it is bonded to, with distances in Å.
Atoms and positions in Å:
1 N 1.9564 -0.1089 0.3334  C2 1.604, H8 1.071, H9 1.031, H10 1.048
2 C 1.5915 0.3538 -1.1587  N1 1.604, C3 1.395, H11 1.126
3 C 0.2769 0.8101 -1.0537  C2 1.395, C4 1.461, H12 1.105
4 C -0.9583 0.0303 -1.0828  C3 1.461, C5 1.659, H13 1.097, H14 1.117
5 C -1.8408 0.0593 0.3212  C4 1.659, C6 1.526, H15 1.119, H16 1.115
6 C -1.2501 -0.8730 1.3749  C5 1.526, O7 1.259, H17 1.178
7 O -0.0821 -0.6641 1.7959  C6 1.259
8 H 2.5599 0.6181 0.8370  N1 1.071
9 H 2.7142 -0.8055 0.2715  N1 1.031
10 H 1.1580 -0.2879 0.9877  N1 1.048
11 H 2.5266 0.9238 -1.4208  C2 1.126
12 H 0.1948 1.8724 -0.7593  C3 1.105
13 H -0.7204 -1.0392 -1.1403  C4 1.097
14 H -1.5754 0.3392 -1.9613  C4 1.117
15 H -2.8283 -0.4404 0.1539  C5 1.119
16 H -2.0354 1.0912 0.6972  C5 1.115
17 H -1.6874 -1.8794 1.8042  C6 1.178

Properties
Relative energy (zero: lowest compared OMol25 entry of this formula, charge and spin)   122.4 kcal per mole
SMILES   [NH3+]/C=C\CCC=O
E   -326.08679 hartree
Molar mass   100.141 g/mol
HOMO energy   -13.15 eV
E_LUMO   -5.54 eV
Net charge   +1

Löwdin population analysis, charges in e, atoms 1 to 5:
1 N 0.142
2 C -0.002
3 C -0.097
4 C -0.132
5 C -0.097

=====

(3)
2 unconnected molecules or ions with the total composition C5H10NO in a non-equilibrium geometry, computed with ωB97M-V/def2-TZVPD.

Each atom is followed by the atoms it is bonded to, with distances in Å.
Atoms and positions in Å:
1 O 1.1822 1.6114 1.8793  C2 1.200
2 C 0.3258 0.7868 2.0448  O1 1.200, C3 1.521, H8 1.103
3 C 0.5649 -0.6327 1.5550  C2 1.521, C4 1.575, H9 1.087, H10 1.087
4 C -0.4710 -0.8360 0.3867  C3 1.575, C5 1.500, H11 1.092, H12 1.091
5 C 0.1111 -0.2494 -0.8648  C4 1.500, C6 1.415, N7 1.312
6 C -0.2269 1.0681 -1.2541  C5 1.415, H13 1.081, H14 1.082
7 N 0.6278 -1.0927 -1.7273  C5 1.312, H16 1.014, H17 1.013
8 H -0.5728 1.0617 2.6222  C2 1.103
9 H 1.6004 -0.6269 1.2240  C3 1.087
10 H 0.3754 -1.4314 2.2669  C3 1.087
11 H -1.4774 -0.4147 0.4235  C4 1.092
12 H -0.6262 -1.9117 0.2964  C4 1.091
13 H 0.1114 1.6331 -2.1112  C6 1.081
14 H -0.8482 1.6547 -0.5908  C6 1.082
15 H -2.0250 2.2831 -1.8758  no bonds
16 H 0.8932 -0.8195 -2.6667  N7 1.014
17 H 0.4553 -2.0839 -1.6081  N7 1.013

Properties
Relative energy (zero: lowest compared OMol25 entry of this formula, charge and spin)   155.5 kcal per mole
E   -326.03397 hartree
Molar mass   100.141 g/mol
HOMO energy   -13.56 eV
E_LUMO   -7.85 eV
Net charge   +1

Löwdin population analysis, charges in e, atoms 1 to 5:
1 O 0.081
2 C -0.269
3 C -0.090
4 C -0.110
5 C -0.303

=====

(4)
A gas-phase ion, C5H10NO (charge +1) in a non-equilibrium geometry, computed with ωB97M-V/def2-TZVPD.

Each atom is followed by the atoms it is bonded to, with distances in Å.
Atoms and positions in Å:
1 N 1.8577 -1.0444 -2.0001  C2 1.487, H8 1.019, H9 1.022, H10 1.025
2 C 1.2454 -0.8752 -0.6552  N1 1.487, C3 1.328, H11 1.078
3 C 0.6615 0.2847 -0.3765  C2 1.328, C4 1.505, H12 1.092
4 C 0.5316 0.9637 0.9600  C3 1.505, C5 1.545, H13 1.085, H14 1.084
5 C -0.6986 0.4982 1.7711  C4 1.545, C6 1.489, H15 1.092, H16 1.097
6 C -1.9060 0.2687 0.9296  C5 1.489, O7 1.203, H17 1.109
7 O -1.9668 0.2114 -0.2707  C6 1.203
8 H 2.8701 -0.9269 -2.0011  N1 1.019
9 H 1.4190 -0.3672 -2.6276  N1 1.022
10 H 1.6249 -1.9748 -2.3605  N1 1.025
11 H 1.3841 -1.7029 0.0207  C2 1.078
12 H 0.2728 0.8825 -1.2037  C3 1.092
13 H 0.3912 2.0329 0.8361  C4 1.085
14 H 1.4600 0.8203 1.5015  C4 1.084
15 H -0.9338 1.2183 2.5573  C5 1.092
16 H -0.5579 -0.4356 2.3299  C5 1.097
17 H -2.8728 0.2570 1.4727  C6 1.109

Properties
Relative energy (zero: lowest compared OMol25 entry of this formula, charge and spin)   46.4 kcal per mole
SMILES   [NH3+]/C=C/CCC=O
E   -326.20786 hartree
Molar mass   100.141 g/mol
HOMO energy   -13.14 eV
E_LUMO   -3.68 eV
Net charge   +1

Löwdin population analysis, charges in e, atoms 1 to 5:
1 N 0.199
2 C -0.074
3 C -0.084
4 C -0.143
5 C -0.136

=====

(5)
A gas-phase ion, C5H10NO (charge +1) in a non-equilibrium geometry, computed with ωB97M-V/def2-TZVPD.

Each atom is followed by the atoms it is bonded to, with distances in Å.
Atoms and positions in Å:
1 C 0.3086 0.0808 -1.2377  C2 1.708, C3 1.478, N6 1.512, H8 1.180
2 C -0.0078 0.5613 0.3702  C1 1.708, C3 1.530, O7 1.320, H9 1.187
3 C -0.4846 -0.7330 -0.2924  C1 1.478, C2 1.530, C4 1.502, N6 1.508
4 C -0.7625 -2.1245 0.1991  C3 1.502, H10 1.093, H11 1.174, H12 1.009
5 C 1.5145 1.9201 1.4287  O7 1.402, H13 1.069, H14 1.060, H15 1.123
6 N -1.1192 -0.2786 -1.5829  C1 1.512, C3 1.508, H16 1.033, H17 1.070
7 O 0.9802 0.6367 1.2428  C2 1.320, C5 1.402
8 H 1.2860 -0.1344 -1.8620  C1 1.180
9 H -0.8549 1.3909 0.3226  C2 1.187
10 H -1.8341 -2.2121 0.3982  C4 1.093
11 H -0.2084 -2.5380 1.1484  C4 1.174
12 H -0.4815 -2.7285 -0.5587  C4 1.009
13 H 0.6609 2.5288 1.6361  C5 1.069
14 H 1.7848 2.2570 0.4612  C5 1.060
15 H 2.3196 1.9026 2.2112  C5 1.123
16 H -1.7828 0.5134 -1.5797  N6 1.033
17 H -1.3189 -1.0423 -2.3052  N6 1.070

Properties
Relative energy (zero: lowest compared OMol25 entry of this formula, charge and spin)   145.9 kcal per mole
E   -325.88869 hartree
Molar mass   100.141 g/mol
Spin multiplicity   3
HOMO energy (spin up / spin down)   -8.73 / -14.93 eV
E_LUMO (spin up / spin down)   -3.11 / -7.69 eV
Net charge   +1

Löwdin population analysis, charges in e, atoms 1 to 5:
1 C 0.008
2 C -0.177
3 C -0.325
4 C 0.026
5 C -0.012

=====

(6)
A gas-phase ion, C5H10NO2 (charge -1) in a non-equilibrium geometry, computed with ωB97M-V/def2-TZVPD.

Each atom is followed by the atoms it is bonded to, with distances in Å.
Atoms and positions in Å:
1 C -0.0534 -2.1954 2.0465  N2 1.471, H9 1.224, H10 1.103, H11 1.031
2 N 0.8121 -2.0139 0.8714  C1 1.471, C3 1.512, H12 0.955
3 C 0.8849 -0.9606 -0.2108  N2 1.512, O4 1.210, C5 1.394
4 O 1.5439 -1.2722 -1.1771  C3 1.210
5 C 0.1482 0.2138 -0.0677  C3 1.394, C6 1.470, H13 1.216
6 C -0.0406 1.2204 -1.1227  C5 1.470, C7 1.505, H14 1.140, H15 1.142
7 C -0.8272 2.4765 -0.8591  C6 1.505, O8 1.497, H16 1.143, H17 1.092
8 O -1.9615 2.2782 0.0978  C7 1.497, H18 0.967
9 H -1.0917 -1.6974 1.6328  C1 1.224
10 H 0.2326 -1.7425 3.0113  C1 1.103
11 H -0.3236 -3.1505 2.3261  C1 1.031
12 H 1.4473 -2.6911 0.6495  N2 0.955
13 H -0.0178 0.7681 1.0020  C5 1.216
14 H 1.0047 1.5486 -1.4391  C6 1.140
15 H -0.6304 0.7496 -1.9801  C6 1.142
16 H -0.2764 3.3336 -0.3415  C7 1.143
17 H -1.3109 2.8637 -1.7579  C7 1.092
18 H -2.0492 1.5385 0.7136  O8 0.967

Properties
Relative energy (zero: lowest compared OMol25 entry of this formula, charge and spin)   88.9 kcal per mole
SMILES   CN/C([O-])=C/CCO
E   -401.68521 hartree
Molar mass   116.140 g/mol
HOMO energy   -2.07 eV
E_LUMO   3.96 eV
Net charge   -1

Löwdin population analysis, charges in e, atoms 1 to 5:
1 C -0.165
2 N -0.047
3 C -0.611
4 O -0.055
5 C -0.189

=====

(7)
A gas-phase ion, C5H10NO2 (charge -1) in a non-equilibrium geometry, computed with ωB97M-V/def2-TZVPD.

Each atom is followed by the atoms it is bonded to, with distances in Å.
Atoms and positions in Å:
1 C -1.1449 1.0850 1.3213  C2 1.548, H9 1.175, H10 1.130, H11 1.012
2 C -0.0952 0.0791 0.7899  C1 1.548, C3 1.660, N6 1.519, H12 1.169
3 C -0.7386 -1.4512 0.7829  C2 1.660, O4 1.219, O5 1.226
4 O -1.5229 -1.7539 -0.0991  C3 1.219
5 O -0.3685 -2.2235 1.6605  C3 1.226
6 N 0.5512 0.5736 -0.4922  C2 1.519, C7 1.489, C8 1.480
7 C -0.3457 0.2896 -1.6468  N6 1.489, H13 1.058, H14 1.210, H15 1.182
8 C 1.8679 -0.0943 -0.5921  N6 1.480, H16 1.186, H17 1.153, H18 1.067
9 H -2.0834 0.7456 0.7011  C1 1.175
10 H -1.4568 0.9071 2.3928  C1 1.130
11 H -0.8128 2.0325 1.1964  C1 1.012
12 H 0.6538 0.0044 1.6847  C2 1.169
13 H 0.3408 0.0276 -2.4083  C7 1.058
14 H -0.7155 1.4241 -1.8505  C7 1.210
15 H -1.0150 -0.6805 -1.5508  C7 1.182
16 H 2.5062 0.2467 -1.5324  C8 1.186
17 H 1.9606 -1.2413 -0.6712  C8 1.153
18 H 2.4189 0.0295 0.3137  C8 1.067

Properties
Relative energy (zero: lowest compared OMol25 entry of this formula, charge and spin)   62.9 kcal per mole
SMILES   C[C@@H](C(=O)[O-])N(C)C
E   -401.72650 hartree
Molar mass   116.140 g/mol
HOMO energy   -3.70 eV
E_LUMO   4.06 eV
Net charge   -1

Löwdin population analysis, charges in e, atoms 1 to 5:
1 C -0.088
2 C -0.302
3 C -0.749
4 O -0.076
5 O -0.066